73
Properties=species:S:1:pos:R:3:forces:R:3:mulliken_charge:R:1 method="wB97M-V/def2-TZVPD" total_charge=+2 e_above_lowest_ev=1.660 e_tot_ev=-97121.3205 homo_ev=-12.47 orbital_gap_ev=7.32
Sc 0.340280 -0.036792 -0.902201 0.1 0.0 0.0 -0.87
C -4.255292 -2.787607 0.743741 0.0 0.0 0.0 -1.34
C -3.676675 -1.869537 1.776979 0.0 0.0 0.0 0.32
N -4.395057 -1.468023 2.741646 0.0 0.0 0.0 -0.69
C -3.825750 -0.611542 3.697172 0.0 0.0 0.0 -1.17
C -2.768796 0.166897 3.436063 0.0 0.0 0.0 -0.04
C -2.293621 1.201998 4.409857 0.0 0.0 0.0 -1.20
O -0.881571 1.044311 4.637091 0.0 -0.1 0.0 -0.48
C -2.060765 -0.026706 2.155841 0.0 0.0 0.0 0.51
C -1.421577 1.033905 1.609392 0.0 0.0 0.0 -1.20
N -0.666057 1.190454 0.462369 0.0 0.0 0.0 1.52
C -0.024203 2.442663 0.340034 0.0 -0.1 0.0 -0.06
C 0.678210 3.043229 1.394370 0.0 0.0 0.0 -0.25
C 1.380743 4.216640 1.201112 0.0 0.0 0.0 -0.89
C 1.422339 4.822079 -0.052620 0.0 0.0 0.0 -0.80
C 0.721559 4.265197 -1.106266 0.0 0.0 0.0 -0.56
C -0.001950 3.099177 -0.889901 0.0 0.0 0.0 -0.15
I -1.233160 2.349540 -2.412651 0.0 0.0 0.0 0.22
C -2.195481 -1.472067 1.722380 0.0 0.0 0.0 1.24
O -1.853828 -0.983880 -0.644048 0.0 0.0 0.0 -0.68
H -5.316737 -2.912413 0.938273 0.0 0.0 0.0 0.43
H -3.781684 -3.773166 0.790970 0.0 0.0 0.0 0.32
H -4.120752 -2.402415 -0.270270 0.0 0.0 0.0 0.25
H -4.363131 -0.552485 4.634433 0.0 0.0 0.0 0.44
H -2.852649 1.099282 5.339926 0.0 0.0 0.0 0.52
H -2.479743 2.214059 4.036389 0.0 0.0 0.0 0.33
H -0.721295 1.122384 5.581903 0.0 0.1 0.0 0.33
H -1.517621 1.950096 2.184052 0.0 0.0 0.0 0.76
H 0.663864 2.571670 2.370458 0.0 0.0 0.0 0.56
H 1.907999 4.665718 2.032483 0.0 0.0 0.0 0.47
H 1.975511 5.739321 -0.199805 0.0 0.0 0.0 0.45
H 0.706711 4.748410 -2.073716 0.0 0.0 0.0 0.54
C -1.507322 -1.825380 0.438734 0.0 0.0 0.0 -0.91
O -0.091668 -1.605686 0.593049 0.0 0.0 0.0 0.68
C 0.767490 -2.749785 0.733199 0.0 0.0 0.0 -0.90
C 1.151422 -3.210943 -0.648288 0.0 0.0 0.0 -0.62
O 1.540026 -2.030488 -1.363484 0.0 0.0 0.0 -0.08
C 1.746886 -2.261180 -2.764686 0.0 0.0 0.0 -0.89
C 0.413648 -2.248227 -3.470524 0.0 0.0 0.0 -0.70
O -0.340193 -1.128899 -2.979181 0.0 0.0 0.0 0.59
C -1.664566 -1.152455 -3.544407 0.0 0.0 0.0 -1.20
H -1.704941 -2.088863 2.495242 0.0 0.0 0.0 0.37
H -1.670251 -2.860218 0.134340 0.0 0.0 0.0 1.04
H -2.375126 -0.235404 -0.304887 0.0 0.0 0.0 0.59
H 0.268945 -3.533084 1.304395 0.0 0.0 0.0 0.48
H 1.631376 -2.401614 1.294378 0.0 0.0 0.0 0.28
H 0.305210 -3.689225 -1.151132 0.0 0.0 0.0 0.42
H 1.983753 -3.916229 -0.612300 0.0 0.0 0.0 0.54
H 2.258657 -3.211949 -2.921154 0.0 0.0 0.0 0.56
H 2.389698 -1.459715 -3.114175 0.0 0.0 0.0 0.16
H -0.159376 -3.159983 -3.279832 0.0 0.0 0.0 0.49
H 0.559915 -2.157821 -4.549699 0.0 0.0 0.0 0.45
H -1.600775 -1.057904 -4.630265 0.0 0.0 0.0 0.32
H -2.227961 -0.324953 -3.129566 0.0 0.0 0.0 0.30
H -2.161803 -2.088270 -3.288578 0.0 0.0 0.0 0.30
N 1.328668 -0.189379 2.663119 -0.1 0.0 0.0 -0.05
C 2.255725 0.269840 1.800570 0.0 0.0 0.0 -0.13
N 2.110046 0.340422 0.485902 -0.1 0.0 0.0 1.18
C 3.238027 0.913431 -0.095108 0.0 0.0 0.0 -0.62
C 4.239470 1.212952 0.752657 0.0 0.0 0.0 -0.52
S 3.792929 0.809917 2.364301 0.0 0.0 0.0 -0.18
C 3.195778 1.174135 -1.529207 0.0 0.0 0.0 -0.55
C 4.168276 1.735573 -2.270521 0.0 0.0 0.0 -0.58
S 3.681421 1.847131 -3.915834 0.0 0.0 0.0 -0.22
C 2.179439 1.115311 -3.512226 0.0 0.0 0.0 -0.43
N 2.035099 0.822438 -2.228170 0.0 0.0 0.0 1.91
N 1.289885 0.805333 -4.482189 0.0 0.0 0.0 -0.17
H 0.357574 -0.166679 2.377005 0.0 0.0 0.0 -0.34
H 1.456142 -0.001698 3.645453 0.0 0.0 0.0 0.36
H 5.197845 1.653829 0.537210 0.0 0.0 0.0 0.51
H 5.135148 2.088728 -1.954791 0.0 0.0 0.0 0.49
H 1.390634 1.256439 -5.377739 0.0 0.0 0.0 0.28
H 0.345060 0.620168 -4.187065 0.0 0.0 0.0 -0.05